# C31H30BCsN11O2S4

A structure of composition C31H30BCsN11O2S4 (the ωB97M-V functional and the def2-TZVPD basis, the Open Molecules 2025 dataset).

Values from the calculation:
Calculated total energy in eV: -97692.015
2S+1: 2
Lowest unoccupied orbital energy (alpha / beta) in eV: 3.61 / 3.60
Expectation value of S²: 0.77
Kohn-Sham gap (alpha / beta) in eV: 5.671 / 6.606
Molar mass in g mol⁻¹: 860.64
HOMO energy (alpha / beta) in eV: -2.07 / -3.00
Net charge: -2

Atoms and positions in Å:
Cs -0.38438 0.27224 0.01221
C -3.73887 1.69294 -2.23311
C -2.83672 0.67935 -2.86482
C -1.88802 0.87951 -3.88727
C -1.30628 -0.35520 -4.06543
N -1.89134 -1.21486 -3.20622
N -2.82590 -0.58494 -2.46678
B -1.46070 -2.67693 -2.94828
N 0.06888 -2.71487 -2.80890
C 0.95174 -3.14558 -3.73657
C 2.21603 -2.85475 -3.27990
C 2.00565 -2.21488 -2.04150
C 3.03395 -1.66371 -1.10689
N 0.71164 -2.15198 -1.76786
N -2.17435 -3.20206 -1.69404
C -3.51542 -3.23043 -1.53548
C -3.77955 -3.51577 -0.21688
C -2.50326 -3.63611 0.37501
C -2.16060 -3.88350 1.81028
N -1.55321 -3.46319 -0.52886
N -1.85747 -3.58486 -4.13968
C -2.03340 -4.91960 -4.08222
C -2.22981 -5.37328 -5.36796
C -2.15497 -4.21113 -6.16264
C -2.28087 -4.10056 -7.64924
N -1.92564 -3.14608 -5.40920
H -3.88289 2.53960 -2.90417
H -4.70541 1.24572 -1.99907
H -3.30786 2.07362 -1.30292
H -1.65950 1.79664 -4.40637
H -0.52378 -0.66963 -4.73615
H 0.63178 -3.61875 -4.65111
H 3.15430 -3.03598 -3.77842
H 4.00508 -2.11615 -1.30513
H 3.13644 -0.58217 -1.23429
H 2.75110 -1.86748 -0.07232
H -4.17984 -3.03043 -2.35893
H -4.74508 -3.61117 0.25346
H -2.87114 -4.57056 2.27274
H -1.15661 -4.30114 1.88464
H -2.17699 -2.94746 2.37527
H -1.99822 -5.44651 -3.14206
H -2.41400 -6.38487 -5.69260
H -2.74922 -4.99688 -8.05683
H -2.87915 -3.22975 -7.91777
H -1.30025 -3.98613 -8.11638
O -1.49751 4.14519 2.83735
C -1.17949 3.30969 1.95279
N -0.87834 2.03955 2.12436
C -0.87289 1.67593 3.51414
C -0.39710 0.28414 3.82687
C -0.60425 -0.22055 5.11761
C -0.11790 -1.46792 5.45104
C 0.56357 -2.20254 4.48617
C 0.70751 -1.63669 3.23324
N 0.24476 -0.43149 2.90733
C -1.09769 3.82350 0.52496
C -1.49375 5.14130 0.29223
C -1.34837 5.68131 -0.97205
C -0.79809 4.89515 -1.97508
C -0.44577 3.59281 -1.66038
N -0.59902 3.06166 -0.45039
H -1.86712 1.81088 3.96890
H -0.22200 2.36489 4.08044
H -1.14083 0.37871 5.84314
H -0.26552 -1.86981 6.44656
H 0.96279 -3.18462 4.70176
H 1.21815 -2.17582 2.43976
H -1.88819 5.70577 1.12461
H -1.64246 6.70536 -1.17210
H -0.64097 5.28047 -2.97384
H -0.00772 2.94419 -2.41543
O 6.23251 3.66700 -6.37297
C 5.50965 3.20903 -5.51514
S 5.89337 3.22752 -3.79815
C 4.43259 2.40783 -3.18262
C 3.49378 2.04119 -4.16342
S 2.02566 1.28849 -3.92924
S 3.96344 2.43685 -5.84027
S 4.31940 2.16259 -1.53742

Force components x, y, z for each atom (eV/Å):
0.1163 -1.1570 -0.8973
0.0882 -0.1318 0.0650
0.1289 -0.0442 -0.2065
-0.0042 0.0741 0.0078
-0.0278 0.0450 0.0302
0.2672 0.1033 -0.0990
-0.2688 0.1375 0.2777
0.1069 0.1303 0.1559
-0.0456 -0.3422 -0.1708
0.1210 -0.0552 0.0439
0.0101 0.0646 -0.0410
-0.0156 -0.2437 -0.0979
-0.1745 0.1011 -0.0382
0.1879 0.3733 -0.0442
-0.2850 0.0032 -0.1670
0.0318 -0.1155 0.1050
-0.0403 -0.0231 -0.0271
-0.0858 -0.1078 -0.1461
0.0282 0.0507 -0.0981
0.1752 0.0812 0.3780
-0.1214 -0.1544 0.1190
0.0481 -0.0275 -0.0386
-0.0294 -0.0038 -0.0598
0.0260 -0.1108 0.1096
0.0531 0.0642 0.0718
-0.0117 0.1037 -0.1615
-0.0451 0.0222 0.0205
-0.0163 0.0419 0.0037
-0.0296 0.0470 -0.0105
0.0430 -0.0320 0.0026
0.0106 -0.0333 0.0403
-0.0718 0.0255 0.0310
-0.0123 -0.0121 0.0086
0.0351 0.0064 0.0488
0.0352 -0.0159 -0.0048
0.0515 0.0115 0.0196
0.0348 0.0423 -0.0187
0.0069 0.0161 0.0021
0.0165 -0.0130 0.0301
-0.0077 -0.0033 0.0202
0.0038 -0.0386 0.0535
-0.0151 0.0611 0.0075
0.0016 -0.0006 0.0221
-0.0225 0.0200 -0.0406
-0.0064 -0.0191 -0.0256
-0.0139 -0.0069 -0.0286
0.0043 0.0143 -0.1069
-0.0536 -0.1597 0.3491
0.0205 0.2104 0.3184
-0.1068 0.3716 -0.0149
-0.0463 -0.0630 0.0733
0.0337 -0.0787 0.0325
0.0044 0.0392 -0.0680
-0.0115 0.0153 0.0416
0.0475 -0.1523 0.0364
0.0199 0.0868 0.0331
-0.0259 0.4118 -0.0789
-0.0387 0.0152 -0.0100
0.0472 -0.1015 -0.0227
-0.0626 0.0715 0.0428
0.0376 -0.0636 -0.2098
-0.0536 0.5569 0.1244
0.0397 -0.0252 0.0839
-0.0750 -0.0239 0.0867
-0.0050 0.0190 -0.0221
-0.0095 0.0043 0.0055
-0.0015 -0.0053 -0.0400
-0.0281 -0.0118 0.0123
0.0138 -0.0273 0.0267
-0.0080 0.0027 0.0013
0.0191 -0.0452 -0.0132
-0.0099 0.0024 0.0229
-0.0156 0.0103 0.0049
0.0444 -0.0241 -0.0344
-0.1961 -0.1091 0.0911
0.2400 0.1115 0.0866
-0.0572 0.0069 -0.2810
-0.0391 -0.0193 -0.0579
-0.0869 -0.0310 0.2047
0.0821 0.0563 0.0289

# C31H30ClMoN5O5SSeTe

A structure of composition C31H30ClMoN5O5SSeTe (the ωB97M-V functional and the def2-TZVPD basis, the Open Molecules 2025 dataset).

Values from the calculation:
Calculated total energy in eV: -148163.784
2S+1: 1
Lowest unoccupied orbital energy (alpha / beta) in eV: -7.02 / -7.05
Kohn-Sham gap (alpha / beta) in eV: 6.481 / 6.446
Molar mass in g mol⁻¹: 922.63
HOMO energy (alpha / beta) in eV: -13.50 / -13.50
Net charge: +2

Atoms and positions in Å:
Mo -1.50078 -0.00374 0.46839
Cl 1.14115 -5.02956 5.14071
C 0.60700 -3.68497 4.21388
C 1.05015 -2.40152 4.54081
C 0.63311 -1.30823 3.80612
C -0.22660 -1.50973 2.73931
O -0.64171 -0.45991 2.00052
C -0.68830 -2.78284 2.39790
C -1.62122 -2.99346 1.32525
N -2.11250 -2.08620 0.54587
C -3.06247 -2.47996 -0.44548
C -3.80463 -3.63220 -0.43949
C -4.67256 -3.92636 -1.51069
C -4.80628 -3.06589 -2.56242
C -4.09463 -1.84398 -2.56953
C -4.22350 -0.87259 -3.58739
C -3.53882 0.30545 -3.48576
C -2.73095 0.52929 -2.36321
N -2.57247 -0.36299 -1.40356
C -3.23349 -1.55539 -1.49633
C -0.25812 -3.87795 3.15746
H 1.72322 -2.27220 5.37732
H 0.96638 -0.30686 4.04324
H -1.93079 -4.02450 1.17814
H -3.75754 -4.32702 0.38783
H -5.24125 -4.84532 -1.48389
H -5.47307 -3.29325 -3.38365
H -4.87594 -1.06670 -4.42944
H -3.62357 1.07751 -4.23667
H -2.21252 1.46950 -2.23776
H -0.60461 -4.87575 2.92076
C 0.77056 -3.47082 -2.30543
N 0.79037 -2.22733 -3.06777
C 0.87827 -2.13544 -4.43806
C 0.88964 -0.81924 -4.74580
N 0.81146 -0.12476 -3.56027
C 0.92718 1.32696 -3.42773
C 0.73934 -0.99384 -2.53950
Se 0.80410 -0.57265 -0.71307
H 0.83604 -4.29923 -3.00438
H -0.15540 -3.54170 -1.73823
H 1.61657 -3.50090 -1.62316
H 0.93910 -3.00530 -5.06734
H 0.97129 -0.31967 -5.69454
H 1.01431 1.75043 -4.42426
H 1.81414 1.57028 -2.84365
H 0.04474 1.72959 -2.93913
C 4.11356 1.72008 5.05613
C 3.77722 2.09283 3.64003
C 3.45850 1.11175 2.70017
C 3.14551 1.44595 1.39385
C 3.15442 2.78341 1.01685
C 3.48353 3.77803 1.92812
C 3.78577 3.42520 3.23415
S 2.76938 3.21749 -0.64650
O 3.32930 4.50280 -0.91270
O 3.02702 2.07460 -1.47764
N 1.13280 3.40143 -0.71923
C 0.49681 4.44005 0.08329
C -1.03061 4.34120 0.04246
C -1.61887 3.02092 0.42605
O -2.60822 3.00304 1.21137
O -1.12836 1.95546 -0.08611
H 4.55374 0.72499 5.10919
H 3.21598 1.72446 5.67875
H 4.81573 2.42731 5.49410
H 3.50146 0.06702 2.98732
H 2.94241 0.68172 0.65438
H 3.54018 4.80874 1.60390
H 4.06015 4.19640 3.94292
H 0.66592 2.50361 -0.73139
H 0.75486 5.40421 -0.35363
H 0.84753 4.44843 1.12124
H -1.37555 4.54045 -0.97846
H -1.46863 5.10091 0.68612
Te -3.64591 1.19843 1.41935

Force components x, y, z for each atom (eV/Å):
-0.5436 -0.0505 0.4509
-0.0027 0.0025 -0.0017
0.0077 0.0106 0.0022
-0.0022 -0.0171 -0.0053
0.0019 0.0406 -0.0110
0.0554 -0.0406 0.0189
-0.0612 0.0659 -0.1581
-0.0115 0.0206 0.0172
-0.0016 -0.0247 -0.0511
0.1441 0.0007 0.0378
-0.0076 0.0016 -0.0192
0.0026 -0.0064 0.0025
0.0015 -0.0025 0.0002
-0.0010 0.0054 -0.0025
0.0113 -0.0061 0.0073
0.0006 0.0120 -0.0052
-0.0020 -0.0097 -0.0197
0.0593 -0.0027 -0.0141
0.0583 -0.0823 0.0052
-0.0029 -0.0110 -0.0068
-0.0007 -0.0082 -0.0076
-0.0012 0.0036 0.0019
0.0055 -0.0053 0.0002
-0.0045 0.0020 0.0043
-0.0014 0.0011 0.0009
-0.0018 0.0014 0.0001
-0.0012 0.0011 -0.0007
-0.0002 0.0002 -0.0005
0.0034 -0.0002 0.0021
0.0283 0.0253 -0.0080
-0.0027 0.0024 -0.0011
0.0117 0.0090 -0.0116
-0.1556 -0.0604 -0.0209
0.0081 -0.0494 0.0065
0.0412 0.0405 0.0650
-0.0608 -0.0817 0.0065
0.0216 -0.0385 -0.1751
0.0087 0.0169 -0.0853
-0.0490 0.1169 -0.0860
-0.0034 -0.0014 -0.0018
-0.0126 0.0000 0.0037
0.0025 0.0049 0.0011
-0.0055 -0.0016 0.0020
-0.0074 0.0008 0.0007
-0.0380 -0.0096 -0.0201
-0.1637 -0.0229 -0.1147
-0.0732 0.0133 0.0314
0.0018 -0.0040 -0.0028
-0.0079 0.0040 -0.0082
0.0053 0.0033 0.0095
0.0095 -0.0139 -0.0105
0.0072 -0.0410 -0.0196
0.0066 0.0086 -0.0083
-0.0068 0.0035 -0.0069
-0.0798 0.3030 0.0780
0.0147 -0.0395 0.0168
0.3282 0.0409 0.1556
0.0210 -0.0506 -0.0954
0.0385 0.0696 -0.0968
-0.0037 0.0775 -0.0253
-0.0597 -0.0162 0.0869
0.0093 0.0644 -0.0316
0.1174 -0.0354 -0.0383
-0.0004 -0.0018 -0.0020
-0.0016 0.0072 0.0077
-0.0028 -0.0009 0.0032
-0.0067 -0.0017 0.0006
0.0411 0.0356 0.0373
-0.0052 0.0030 0.0037
0.0008 0.0006 -0.0012
0.0957 -0.0203 0.1745
0.0626 0.0276 0.1045
-0.0392 -0.1418 0.0202
-0.0183 -0.0636 -0.0063
0.0180 0.0344 -0.0281
0.2001 -0.1191 -0.1581

# C31H30FeIN9S

A structure of composition C31H30FeIN9S (the ωB97M-V functional and the def2-TZVPD basis, the Open Molecules 2025 dataset).

Values from the calculation:
Calculated total energy in eV: -99368.072
2S+1: 5
Lowest unoccupied orbital energy (alpha / beta) in eV: -0.59 / -0.52
Expectation value of S²: 6.05
Kohn-Sham gap (alpha / beta) in eV: 5.983 / 6.049
Molar mass in g mol⁻¹: 743.46
HOMO energy (alpha / beta) in eV: -6.58 / -6.57

Atoms and positions in Å:
Fe -0.02280 -0.09997 0.09774
C 2.98777 -4.43352 2.73795
C 2.20565 -3.50412 3.40894
C 1.89515 -2.27766 2.82774
C 2.36153 -1.94860 1.55146
C 3.17860 -2.88316 0.89694
C 3.47823 -4.10690 1.47692
N 1.95453 -0.76610 0.90881
C 2.89533 -0.02345 0.32144
C 4.22491 0.14615 0.82621
C 5.09936 0.99240 0.21332
C 4.75577 1.70018 -0.97215
C 3.51973 1.53657 -1.51507
C 2.57893 0.70185 -0.87327
N 1.31088 0.47205 -1.33293
N 1.05543 0.75744 -2.52894
C -0.26437 0.40418 -2.87430
C -0.65632 0.62357 -4.19101
C -1.93951 0.29156 -4.57349
C -2.81152 -0.23835 -3.63148
C -2.33787 -0.42685 -2.34929
N -1.09086 -0.13214 -1.97761
H 3.22150 -5.38976 3.18932
H 1.83672 -3.72722 4.40481
H 1.29753 -1.55044 3.36365
H 3.55342 -2.63827 -0.09197
H 4.09215 -4.81815 0.93555
H 4.50858 -0.38617 1.72525
H 6.08046 1.14159 0.65390
H 5.47339 2.36158 -1.44096
H 3.23309 2.04213 -2.42891
H 0.06743 1.04323 -4.87823
H -2.26568 0.44484 -5.59433
H -3.82937 -0.50316 -3.88593
H -2.97874 -0.83188 -1.57224
S -0.84234 -0.15375 2.45368
C 0.20256 1.22350 2.59389
C 0.61755 1.76521 3.82440
C 1.45291 2.86078 3.83540
C 1.88048 3.42062 2.63154
C 1.44800 2.83027 1.46317
N 0.63116 1.76898 1.43332
H 0.28045 1.30092 4.74118
H 1.78861 3.27885 4.77841
H 2.53434 4.28299 2.60366
H 1.76500 3.21248 0.49605
I -1.88564 -6.09242 -1.63876
C -1.21800 -4.45485 -0.58411
C -0.82684 -4.41982 0.73471
N -0.48966 -3.14654 0.98893
N -0.61844 -2.35414 -0.07593
C -1.06628 -3.13866 -1.05102
H -0.77053 -5.19423 1.48355
H -0.08433 -2.76126 1.83197
H -1.25916 -2.74667 -2.03729
N -1.78601 1.58922 0.01747
C -2.25801 2.62740 0.20508
N -2.74307 3.84068 0.41725
C -4.10941 4.22264 0.05380
C -4.88273 4.63646 1.29894
C -4.12148 5.70853 2.08469
C -2.70494 5.23711 2.42542
C -1.95872 4.83738 1.16165
H -4.58436 3.38769 -0.45517
H -4.05743 5.06271 -0.64713
H -5.03342 3.75740 1.93191
H -5.86595 5.00543 0.99949
H -4.66426 5.95249 2.99948
H -4.06663 6.62779 1.48819
H -2.75471 4.37154 3.09258
H -2.14747 6.02286 2.93962
H -0.98001 4.41761 1.38587
H -1.81865 5.71172 0.51705

Force components x, y, z for each atom (eV/Å):
-0.6143 -0.3664 0.8954
-0.0048 0.0621 -0.0777
-0.0522 0.0455 0.0083
0.1467 0.0388 0.2154
-0.0945 0.1658 0.1724
-0.0487 0.0119 -0.0875
-0.0160 0.0636 0.0041
0.1728 -0.3232 -0.4352
0.0618 0.1707 -0.0083
-0.0116 -0.0680 -0.1275
0.0264 0.0823 -0.0958
0.2808 -0.0043 0.1196
-0.2122 -0.1132 -0.0341
0.1603 -0.0314 0.4049
0.7770 0.0368 -0.2136
-0.6527 0.0883 -0.5575
-0.0282 0.0500 -0.1904
0.0151 0.0877 -0.3045
0.1303 0.0915 -0.1185
-0.0381 -0.0428 0.0594
-0.0084 -0.0182 0.2256
0.2942 0.0185 0.0913
-0.0065 0.0295 -0.0115
0.0055 0.0219 -0.0484
-0.0160 -0.0378 -0.0290
-0.0270 -0.0536 0.0452
-0.0085 0.0452 0.0127
-0.0263 0.0291 0.0046
-0.0469 -0.0187 -0.0734
0.0056 -0.0300 0.0598
-0.0448 -0.0003 0.0699
-0.0753 -0.0109 0.0136
0.0299 0.0168 0.0023
0.0479 0.0084 0.0366
0.0529 0.0143 -0.0109
-0.0940 -0.0142 0.2554
-0.0217 0.1488 -0.1578
-0.0095 0.0485 -0.0324
-0.0051 -0.0496 0.0815
-0.0309 0.0801 -0.0180
-0.1629 -0.1775 -0.1136
0.2131 -0.1816 0.1788
-0.0044 0.0174 -0.0099
-0.0376 -0.0196 -0.0312
-0.0130 -0.0690 -0.0002
0.0100 -0.0661 0.0321
0.0080 0.0242 0.0003
-0.0108 0.0706 -0.1225
0.0242 0.0499 0.0564
-0.0218 -0.0707 0.0386
-0.0506 0.0189 -0.2946
0.0487 -0.0853 0.0867
0.0269 0.0963 -0.0487
-0.0379 0.0765 0.0888
0.0523 -0.0631 0.0990
-0.1574 0.2417 -0.0687
-0.1339 0.3344 -0.0851
0.2145 -0.1558 -0.0335
0.1340 -0.0418 0.1296
0.0342 0.0627 0.0360
0.0283 -0.0722 -0.0061
-0.0874 0.0239 -0.0192
-0.1470 -0.1607 0.0096
0.0167 -0.0525 -0.0207
0.0220 -0.0016 -0.0326
-0.0130 0.0064 -0.0160
-0.0103 -0.0138 0.0328
0.0013 0.0275 -0.0267
-0.0005 -0.0428 0.0286
0.0271 0.0259 0.0073
-0.0194 -0.0134 0.0096
0.0125 -0.0561 -0.0138
0.0205 -0.0060 -0.0378